Here is a cluster of 2 separate species, C8H15N2OS in total in a non-equilibrium geometry from the OMol25 dataset. Energies are from ωB97M-V with the def2-TZVPD basis set.

Charge ... +1
DFT total energy ... -24392.428 eV
Multiplicity ... 1
Energy relative to the best compared isomer or geometry (same formula, charge and spin) ... 457.4 kJ/mol
Gap between HOMO and LUMO (alpha / beta) ... 7.66 / 7.59 eV
LUMO level (alpha / beta) ... -0.118 / -0.119 Ha

Geometry (Å):
C: 2.949759 0.565895 0.104781
C: 0.104033 0.769385 0.063649
C: 2.100686 -1.781192 0.033388
C: 1.678393 -0.970899 1.194061
C: -0.939861 -0.155160 -1.712876
C: -2.165146 1.403292 -0.128785
C: -1.839788 -0.850583 0.693865
C: -1.206976 0.221924 -0.257637
N: 2.477287 0.136113 1.290944
N: 3.587157 1.732798 -0.060419
O: 0.907640 1.628569 -0.105091
S: 2.906412 -0.574065 -1.157537
H: 3.111513 -2.341100 0.248915
H: 1.401686 -2.430398 -0.485832
H: 1.312385 -1.295025 2.234732
H: -0.036273 -0.724071 -1.811960
H: -1.970265 -0.524245 -2.016982
H: -0.734390 0.711376 -2.343761
H: -2.300153 1.559345 0.996502
H: -3.137543 1.232688 -0.556543
H: -1.719111 2.271920 -0.498970
H: -2.933909 -0.749003 0.503430
H: -1.571660 -0.630568 1.808934
H: -1.467143 -1.817952 0.545614
H: 2.339590 0.820347 1.978957
H: 3.302230 2.390701 0.609080
H: 3.777421 2.187241 -0.936870

Atoms 1-2, force components in eV/Å:
1.240 0.132 0.214
3.227 -0.823 1.493

Here is a cluster of 2 separate species, C8H15N2P2 in total in a non-equilibrium geometry from the OMol25 dataset. Energies are from ωB97M-V with the def2-TZVPD basis set.

Charge ... +1
DFT total energy ... -30088.050 eV
Multiplicity ... 1
Energy relative to the best compared isomer or geometry (same formula, charge and spin) ... 15.2 kJ/mol
Gap between HOMO and LUMO ... 9.15 eV
LUMO level ... -0.113 Ha

Geometry (Å):
C: -1.591342 -2.532330 -0.916635
C: -1.928683 -2.025494 0.399718
C: -0.264384 -2.551531 -1.074178
C: -0.816061 -1.708098 1.069441
C: 1.306744 -1.041885 0.004163
C: 0.382557 -2.079399 0.216163
C: 4.271287 0.901049 1.022812
C: -2.593923 2.772886 -0.875668
N: 2.175043 -0.274367 -0.092414
N: -0.381438 0.986925 -0.171039
P: 3.323256 0.893847 -0.557534
P: -1.848759 1.447993 0.123461
H: -2.316518 -2.848986 -1.643737
H: -2.935627 -1.943485 0.766702
H: 0.315768 -2.861545 -1.920995
H: -0.711130 -1.297981 2.055125
H: 0.913970 -2.915807 0.694565
H: 4.865539 -0.007190 1.116848
H: 3.621120 1.006902 1.888776
H: 4.958642 1.745518 0.988297
H: -1.932180 3.641096 -0.863324
H: -3.572563 3.043735 -0.488286
H: -2.698315 2.421553 -1.902982
H: -2.876991 0.495719 0.140452
H: -0.221592 0.910964 -1.170244
H: 2.434311 1.932377 -0.240913
H: -1.878727 1.887522 1.431429

Atoms 1-2, force components in eV/Å:
0.322 -0.044 -0.273
0.171 -0.039 0.474

Here is a structure of composition C8H15N3O2S in a non-equilibrium geometry from the OMol25 dataset. Energies are from ωB97M-V with the def2-TZVPD basis set.

DFT total energy ... -27935.209 eV
Multiplicity ... 1
Energy relative to the best compared isomer or geometry (same formula, charge and spin) ... 180.3 kJ/mol
Gap between HOMO and LUMO ... 9.39 eV
LUMO level ... 0.020 Ha

Geometry (Å):
C: -0.184766 -2.866695 0.320545
C: -0.610812 -2.264140 1.680589
C: -1.149165 -2.539409 -0.804757
C: -0.173170 -0.894150 1.841245
C: -0.707588 0.176863 0.176547
C: 2.018196 2.673189 -0.104200
C: -0.377981 2.906772 -1.021244
C: 0.844579 1.940500 -0.685504
N: 1.098212 -0.390258 1.936142
N: 1.390844 0.563161 1.199674
N: 0.506036 0.933521 0.235388
O: -1.749077 -0.428260 -2.235744
O: 0.623793 -1.084229 -1.935527
S: -0.674593 -0.892262 -1.377037
H: 0.870554 -2.730043 0.127826
H: -0.313656 -3.946209 0.530718
H: -1.666720 -2.399739 1.723858
H: -0.150671 -2.975078 2.452492
H: -1.118032 -3.159123 -1.718452
H: -2.281745 -2.556870 -0.507059
H: -0.730759 -0.330385 2.652851
H: -1.732563 0.583698 0.387559
H: 1.958687 3.150724 0.961600
H: 2.939632 2.167448 -0.035134
H: 2.403758 3.474439 -0.734430
H: 0.022498 3.908769 -1.226896
H: -1.173058 3.050573 -0.253579
H: -0.887958 2.524562 -1.934458
H: 1.005524 1.402629 -1.653013

Atoms 1-2, force components in eV/Å:
-1.130 -2.268 1.160
2.187 -2.722 -0.258

Here is a cluster of 2 separate species, C8H15N3O2S in total in a non-equilibrium geometry from the OMol25 dataset. Energies are from ωB97M-V with the def2-TZVPD basis set.

DFT total energy ... -27934.122 eV
Multiplicity ... 1
Energy relative to the best compared isomer or geometry (same formula, charge and spin) ... 285.1 kJ/mol
Gap between HOMO and LUMO (alpha / beta) ... 7.32 / 8.68 eV
LUMO level (alpha / beta) ... -0.033 / -0.004 Ha

Geometry (Å):
C: 2.096782 -0.804305 -0.386163
C: 1.531941 0.309193 0.031379
C: 3.384165 -1.076247 0.382387
C: 1.484955 -1.724085 -1.350710
C: -3.427937 -1.688887 0.791893
C: -3.035722 -0.220266 0.425337
C: -1.627807 -0.079780 -0.059128
C: -1.227627 1.425458 -0.032514
N: 3.631830 0.010916 1.161145
N: 0.342558 2.928295 -0.811720
N: -0.194976 1.710241 -0.993352
O: 4.024074 -2.075473 0.227579
O: 2.814916 2.465078 0.430174
S: 2.437940 1.280674 1.215800
H: 1.789264 -2.765050 -1.101489
H: 2.075707 -1.475713 -2.344978
H: 0.409397 -1.499042 -1.363756
H: -3.494189 -2.235494 -0.147004
H: -2.829880 -2.186124 1.501173
H: -4.402283 -1.629061 1.271839
H: -3.754997 0.006668 -0.404768
H: -3.052349 0.434572 1.227721
H: -0.780889 -0.648242 0.450885
H: -1.450989 -0.406852 -1.139182
H: -0.890371 1.597129 1.030779
H: -2.018885 2.080340 -0.277564
H: 4.487282 0.177135 1.676354
H: 1.093462 2.986109 -1.531116
H: 0.584637 3.102820 0.119003

Atoms 1-2, force components in eV/Å:
-0.239 0.529 1.598
-1.350 1.096 -0.241